No. 1
Computed, not measured: C2H4NP in the gas phase at a distorted geometry, with the ωB97M-V functional and the def2-TZVPD basis.

Summary:
Gap between HOMO and LUMO (spin up / spin down) in eV: 7.5 / 6.8
E in eV: -12911.8518
HOMO (spin up / spin down) in eV: -6.59 / -9.50
Relative energy (zero: lowest compared OMol25 entry of this formula, charge and spin) in eV: 2.905
Spin multiplicity: 3
⟨S²⟩: 2.01
Lowest unoccupied orbital energy (spin up / spin down) in eV: 0.955 / -2.681

Each line ends with the Mulliken charge.
Atoms and positions in Å:
P 0.81 0.79 -0.46  0.18
N 1.59 -0.29 0.74  -0.38
C -1.09 0.63 0.13  -0.92
C 1.41 -0.90 -0.49  -0.28
H -1.91 0.22 -0.60  0.29
H 1.62 -1.89 -0.82  0.44
H -1.12 -0.09 0.88  0.32
H -1.32 1.52 0.62  0.34

No. 2
Computed, not measured: a gas-phase ion, C2H4NS (charge +1) at a distorted geometry, with the ωB97M-V functional and the def2-TZVPD basis.

Summary:
Gap between HOMO and LUMO (spin up / spin down) in eV: 6.8 / 6.8
Structure (SMILES): [NH2+]=CC=S
E in eV: -14454.2308
HOMO (spin up / spin down) in eV: -14.30 / -14.30
Relative energy (zero: lowest compared OMol25 entry of this formula, charge and spin) in eV: 1.106
Spin multiplicity: 1
Lowest unoccupied orbital energy (spin up / spin down) in eV: -7.468 / -7.468
Total charge: +1

Each line ends with the Mulliken charge.
Atoms and positions in Å:
S -2.90 0.01 -0.04  0.09
N 1.24 -0.11 -0.02  -0.23
C -1.15 -0.14 0.14  -0.62
C 0.16 0.52 0.05  0.53
H 2.06 0.48 -0.25  0.33
H 0.23 1.58 0.00  0.41
H -0.76 -1.17 0.12  0.20
H 1.12 -1.17 0.00  0.30

No. 3
Computed, not measured: 2 unconnected molecules or ions with the total composition C2H4O2 at a distorted geometry, with the ωB97M-V functional and the def2-TZVPD basis.

Summary:
Gap between HOMO and LUMO in eV: 9.2
E in eV: -6230.8218
HOMO in eV: -8.51
Relative energy (zero: lowest compared OMol25 entry of this formula, charge and spin) in eV: 3.486
Spin multiplicity: 1
Lowest unoccupied orbital energy in eV: 0.665

Each line ends with the Mulliken charge.
Atoms and positions in Å:
O -1.59 -0.12 0.18  -0.47
O 2.06 0.09 -0.81  -0.38
C -0.42 0.39 0.74  -0.33
C 1.06 -0.45 -0.54  -0.01
H -1.42 -0.18 -0.77  0.30
H -0.07 1.35 0.36  0.26
H 0.71 -1.39 -0.98  0.30
H -0.33 0.31 1.82  0.32

No. 4
Computed, not measured: 2 unconnected molecules or ions with the total composition C2H4O2S at a distorted geometry, with the ωB97M-V functional and the def2-TZVPD basis.

Summary:
Gap between HOMO and LUMO in eV: 8.6
E in eV: -17067.0689
HOMO in eV: -9.66
Relative energy (zero: lowest compared OMol25 entry of this formula, charge and spin) in eV: 2.202
Spin multiplicity: 1
Lowest unoccupied orbital energy in eV: -1.100

Each line ends with the Mulliken charge.
Atoms and positions in Å:
S -2.80 -0.79 1.96  0.66
O -3.85 -0.85 1.01  -0.36
O -1.68 0.07 1.66  -0.31
C 0.29 -0.58 0.30  -0.56
C 0.15 0.54 -0.40  -0.39
H 0.16 -1.58 -0.05  0.31
H 0.27 1.45 0.13  0.20
H 0.65 -0.42 1.30  0.24
H -0.29 0.79 -1.43  0.21

No. 5
Computed, not measured: a molecular structure, C2H4O2S at a distorted geometry, with the ωB97M-V functional and the def2-TZVPD basis.

Summary:
Gap between HOMO and LUMO (spin up / spin down) in eV: 6.6 / 7.1
E in eV: -17062.5362
HOMO (spin up / spin down) in eV: -5.83 / -10.21
Relative energy (zero: lowest compared OMol25 entry of this formula, charge and spin) in eV: 4.029
Spin multiplicity: 3
⟨S²⟩: 2.01
Lowest unoccupied orbital energy (spin up / spin down) in eV: 0.806 / -3.069

Each line ends with the Mulliken charge.
Atoms and positions in Å:
S 1.41 0.48 -0.46  0.31
O -0.13 1.33 -0.56  -0.35
O 1.68 0.04 -1.81  -0.34
C -0.86 0.35 0.16  -0.24
C 0.30 -0.71 0.40  -0.48
H -1.23 0.59 1.14  0.21
H -1.87 0.32 -0.40  0.25
H 0.04 -1.66 0.10  0.33
H 0.64 -0.75 1.42  0.30

No. 6
Computed, not measured: 2 unconnected molecules or ions with the total composition C2H4O2S at a distorted geometry, with the ωB97M-V functional and the def2-TZVPD basis.

Summary:
Gap between HOMO and LUMO (spin up / spin down) in eV: 7.6 / 8.1
E in eV: -17063.7332
HOMO (spin up / spin down) in eV: -7.10 / -10.36
Relative energy (zero: lowest compared OMol25 entry of this formula, charge and spin) in eV: 2.832
Spin multiplicity: 3
⟨S²⟩: 2.01
Lowest unoccupied orbital energy (spin up / spin down) in eV: 0.501 / -2.249

Each line ends with the Mulliken charge.
Atoms and positions in Å:
S 1.71 -2.86 0.67  0.25
O -1.43 0.40 1.30  -0.39
O 3.10 -2.73 0.21  -0.39
C -1.86 1.50 1.11  -0.04
C 1.28 -1.54 1.53  -0.48
H 0.23 -1.70 1.78  0.26
H -2.90 1.80 1.13  0.22
H 1.52 -0.50 1.53  0.37
H -1.39 2.47 0.91  0.21

No. 7
Computed, not measured: C2H4O2S2 in the gas phase at a distorted geometry, with the ωB97M-V functional and the def2-TZVPD basis.

Summary:
Gap between HOMO and LUMO in eV: 8.7
Structure (SMILES): CS(=O)#CSO
E in eV: -27900.4951
HOMO in eV: -9.23
Relative energy (zero: lowest compared OMol25 entry of this formula, charge and spin) in eV: 3.841
Spin multiplicity: 1
Lowest unoccupied orbital energy in eV: -0.495

Each line ends with the Mulliken charge.
Atoms and positions in Å:
S 0.13 -0.13 1.48  0.50
S -1.84 0.72 -0.55  0.20
O -1.71 1.56 -2.01  -0.44
O -0.86 -1.16 1.82  -0.59
C 1.43 -0.96 0.43  -0.81
C -0.36 0.80 0.04  -0.12
H -1.80 2.52 -1.97  0.34
H 1.10 -1.98 0.25  0.29
H 1.55 -0.41 -0.50  0.32
H 2.36 -0.95 0.99  0.30

No. 8
Computed, not measured: C2H4O2S2 in the gas phase at a distorted geometry, with the ωB97M-V functional and the def2-TZVPD basis.

Summary:
Gap between HOMO and LUMO (spin up / spin down) in eV: 7.6 / 7.6
Structure (SMILES): O=S(=O)=CCS
E in eV: -27900.3940
HOMO (spin up / spin down) in eV: -9.69 / -9.69
Relative energy (zero: lowest compared OMol25 entry of this formula, charge and spin) in eV: 3.942
Spin multiplicity: 1
Lowest unoccupied orbital energy (spin up / spin down) in eV: -2.091 / -2.091

Each line ends with the Mulliken charge.
Atoms and positions in Å:
S -0.80 -0.05 2.58  0.84
S -0.38 1.59 -0.73  -0.13
O 0.15 0.77 3.28  -0.49
O -1.42 -1.07 3.34  -0.46
C 0.39 0.25 0.23  -0.88
C -0.30 -0.72 1.12  -0.05
H 1.22 0.66 0.86  0.39
H 0.74 -0.31 -0.55  0.42
H -1.07 0.63 -1.37  0.12
H -1.27 -1.35 0.58  0.23

No. 9
Computed, not measured: C2H4O2Si in the gas phase at a distorted geometry, with the ωB97M-V functional and the def2-TZVPD basis.

Summary:
Gap between HOMO and LUMO in eV: 6.7
E in eV: -14108.4739
HOMO in eV: -7.83
Relative energy (zero: lowest compared OMol25 entry of this formula, charge and spin) in eV: 3.565
Spin multiplicity: 1
Lowest unoccupied orbital energy in eV: -1.084

Each line ends with the Mulliken charge.
Atoms and positions in Å:
Si 3.23 -0.03 0.05  0.25
O 1.06 -1.81 -0.01  -0.76
O 1.91 0.79 -0.03  0.06
C 0.07 -0.91 -0.04  -0.35
C 0.58 0.63 0.22  -0.29
H 0.44 0.78 1.29  0.24
H -0.63 -0.93 -0.89  0.25
H -0.08 1.16 -0.36  0.31
H -0.59 -1.08 0.74  0.29

No. 10
Computed, not measured: 2 unconnected molecules or ions with the total composition C2H4O3 at a distorted geometry, with the ωB97M-V functional and the def2-TZVPD basis.

Summary:
Gap between HOMO and LUMO (spin up / spin down) in eV: 9.1 / 9.0
E in eV: -8274.1012
HOMO (spin up / spin down) in eV: -9.67 / -9.65
Relative energy (zero: lowest compared OMol25 entry of this formula, charge and spin) in eV: 7.458
Spin multiplicity: 1
Lowest unoccupied orbital energy (spin up / spin down) in eV: -0.607 / -0.628

Each line ends with the Mulliken charge.
Atoms and positions in Å:
O -1.50 -0.54 1.49  -0.71
O 0.27 -2.41 -0.26  -0.22
O 1.19 -1.84 0.69  -0.21
C 0.25 -1.14 0.13  0.88
C 0.56 0.13 -0.50  -0.83
H 0.30 0.03 -1.56  0.26
H 1.61 0.40 -0.31  0.28
H -1.94 -1.22 1.91  0.22
H -0.18 0.91 -0.13  0.32

No. 11
Computed, not measured: 2 unconnected molecules or ions with the total composition C2H4O3 at a distorted geometry, with the ωB97M-V functional and the def2-TZVPD basis.

Summary:
Gap between HOMO and LUMO (spin up / spin down) in eV: 9.1 / 9.1
E in eV: -8274.4326
HOMO (spin up / spin down) in eV: -9.41 / -9.40
Relative energy (zero: lowest compared OMol25 entry of this formula, charge and spin) in eV: 7.127
Spin multiplicity: 1
Lowest unoccupied orbital energy (spin up / spin down) in eV: -0.331 / -0.334

Each line ends with the Mulliken charge.
Atoms and positions in Å:
O 0.18 2.02 0.11  -0.73
O -1.71 -0.22 0.63  -0.21
O -1.59 -0.25 -0.81  -0.22
C -0.55 -0.17 0.00  0.86
C 0.74 -0.83 0.15  -0.85
H 1.47 -0.11 0.52  0.32
H -0.26 2.40 -0.65  0.24
H 0.66 -1.64 0.87  0.31
H 1.07 -1.20 -0.82  0.28

No. 12
Computed, not measured: C2H4O3 in the gas phase at a distorted geometry, with the ωB97M-V functional and the def2-TZVPD basis.

Summary:
Gap between HOMO and LUMO in eV: 11.3
Structure (SMILES): CC1(O)OO1
E in eV: -8276.5011
HOMO in eV: -10.57
Relative energy (zero: lowest compared OMol25 entry of this formula, charge and spin) in eV: 5.058
Spin multiplicity: 1
Lowest unoccupied orbital energy in eV: 0.744

Each line ends with the Mulliken charge.
Atoms and positions in Å:
O 1.32 1.39 -0.41  -0.46
O 1.95 -0.53 0.83  -0.27
O 2.12 -0.86 -0.53  -0.30
C 1.23 0.06 -0.08  0.68
C -0.54 -0.45 0.13  -0.82
H 2.17 1.78 -0.55  0.32
H -1.13 -0.49 -0.83  0.29
H -0.37 -1.55 0.38  0.27
H -0.73 0.30 0.94  0.28